(1)
# CH3N3O

The molecule CH3N3O at a distorted geometry (wB97M-V/def2-TZVPD, the Open Molecules 2025 dataset).

Results
Relative energy (zero: lowest compared OMol25 entry of this formula, charge and spin): 73.00 kcal/mol
HOMO-LUMO gap: 0.3994 hartree
F_max: 2.34 eV/Å
Net charge: 0

XYZ file:
```
8
Properties=species:S:1:pos:R:3:nbo_charge:R:1
O 1.49881 0.31662 0.68442 -0.658
C 0.47351 -0.30891 0.01499 0.338
N 0.12603 0.22872 -1.24992 -0.296
N -1.12515 0.31320 -1.00372 0.044
N -1.05302 0.09337 0.31605 -0.474
H 1.35700 1.26133 0.51124 0.487
H 0.52763 -1.39486 0.08276 0.195
H -1.80481 -0.50947 0.64419 0.364
```

(2)
# CH3N3O2S

The molecule CH3N3O2S at a distorted geometry (wB97M-V/def2-TZVPD, the Open Molecules 2025 dataset).

Results
Relative energy (zero: lowest compared OMol25 entry of this formula, charge and spin): 135.73 kcal/mol
HOMO-LUMO gap: 0.3248 hartree
F_max: 4.22 eV/Å
Net charge: 0

XYZ file:
```
10
Properties=species:S:1:pos:R:3:nbo_charge:R:1
H -0.21117 2.24983 -0.84331 0.366
N -0.51381 1.27791 -0.70033 -0.398
N 0.36705 0.54584 -0.19679 0.303
O 1.61152 0.68861 0.03212 -0.456
C -0.18947 -0.60335 0.33679 -0.445
S -1.80987 -0.92111 -0.32292 0.404
N -2.23378 0.55129 0.39306 -0.028
O -3.35072 0.93209 0.31023 -0.290
H 0.55026 -1.43084 0.27656 0.271
H -0.59005 -0.28966 1.37266 0.272
```

no.,DFT total energy (Ha),LUMO (Eh)
1,-279.31090,0.0198
2,-752.61485,-0.0116